This record from the Open Molecules 2025 dataset describes a molecular structure, C21H32NPt in a non-equilibrium geometry. The level of theory is ωB97M-V/def2-TZVPD.

⟨S²⟩ = 6.01
Kohn-Sham gap (alpha / beta) = 0.1964 / 0.2214 Ha
HOMO energy (alpha / beta) = -7.949 / -11.750 eV

Geometry as ORCA input:
```
! RIJCOSX wB97M-V def2-TZVPD def2/J DEFGRID3
* xyz 1 5
C 1.440 -1.705 0.457
C 1.977 -1.177 -0.741
C 1.056 -1.359 -1.793
C -0.115 -2.017 -1.275
C 0.156 -2.331 0.146
Pt -0.720 -0.442 0.279
C -2.041 1.733 -1.650
C -2.030 1.198 -0.239
H -1.961 1.989 0.520
C -2.747 -0.009 0.124
H -3.265 -0.578 -0.649
H -3.184 -0.055 1.124
C -2.860 3.011 -1.768
H -2.472 3.779 -1.088
H -2.819 3.409 -2.789
H -3.911 2.817 -1.510
C -2.404 0.710 -2.715
H -1.670 -0.108 -2.726
H -3.401 0.286 -2.528
H -2.415 1.166 -3.713
C 3.347 -0.612 -0.863
H 3.608 0.001 0.011
H 4.105 -1.407 -0.938
H 3.449 0.020 -1.752
C 1.280 -0.999 -3.213
H 1.789 -0.029 -3.304
H 1.908 -1.745 -3.728
H 0.337 -0.926 -3.769
C -1.188 -2.676 -2.064
H -1.319 -2.198 -3.041
H -0.957 -3.737 -2.250
H -2.145 -2.629 -1.529
C -0.534 -3.379 0.944
H -1.591 -3.422 0.665
H -0.095 -4.374 0.796
H -0.481 -3.136 2.011
C 2.159 -1.889 1.744
H 1.462 -2.072 2.574
H 2.837 -2.756 1.698
H 2.780 -1.014 1.996
C 0.781 2.353 -1.299
C -0.295 2.273 -2.095
C 2.078 2.628 -1.648
C -0.089 2.543 -3.446
H -0.040 2.189 -0.444
C 2.294 2.861 -3.023
H 2.874 2.655 -0.887
C 1.205 2.824 -3.907
H -0.926 2.535 -4.155
H 3.301 3.079 -3.383
H 1.367 3.029 -4.965
N 0.117 0.590 1.942
H -0.479 1.361 2.248
H 1.037 0.989 1.732
H 0.240 -0.031 2.746
*
```

List of Mulliken charges in e, atom by atom: -0.48 1.31 0.83 -0.17 1.49 0.98 2.29 -1.13 1.00 -1.92 0.23 0.43 -1.79 0.37 0.39 0.44 -2.12 0.32 0.56 0.44 -1.76 0.36 0.34 0.41 -1.81 0.24 0.40 0.35 -1.40 0.43 0.34 0.28 -1.47 0.39 0.33 0.39 -1.48 0.35 0.36 0.38 0.85 0.24 -1.03 -0.30 0.10 -0.39 0.47 -1.03 0.21 0.40 0.39 -0.78 0.36 0.30 0.30

This record from the Open Molecules 2025 dataset describes a molecular structure, C21H33BF4N2O2RhSi. The level of theory is ωB97M-V/def2-TZVPD.

⟨S²⟩ = 6.03
ΔE to the lowest compared entry with this formula, charge and spin = 0.000 eV
Kohn-Sham gap (alpha / beta) = 0.2300 / 0.2420 Ha
HOMO energy (alpha / beta) = -3.832 / -5.945 eV

Geometry as ORCA input:
```
! RIJCOSX wB97M-V def2-TZVPD def2/J DEFGRID3
* xyz -1 5
Rh -0.020 -0.605 0.201
C -4.127 0.827 -0.308
C -2.619 0.937 -0.375
O -1.987 -0.083 -0.702
C -2.058 2.218 -0.102
C -0.710 2.545 -0.137
C -0.278 3.975 0.054
N 0.218 1.601 -0.312
N 1.461 2.012 -0.473
C 2.333 0.988 -0.562
O 2.009 -0.222 -0.594
C 3.770 1.351 -0.609
C 4.720 0.334 -0.645
C 6.070 0.640 -0.600
C 6.481 1.964 -0.520
C 5.537 2.982 -0.495
C 4.187 2.679 -0.538
H -4.417 -0.219 -0.372
H -4.568 1.376 -1.143
H -4.501 1.256 0.622
H -2.751 3.018 0.121
H -1.136 4.634 0.164
H 0.323 4.287 -0.800
H 0.358 4.049 0.938
H 4.381 -0.693 -0.699
H 6.802 -0.157 -0.628
H 7.537 2.204 -0.470
H 5.854 4.016 -0.439
H 3.442 3.462 -0.510
C -0.892 1.418 3.231
Si -0.026 -0.192 2.599
C -1.149 -1.610 3.366
C -1.514 -1.357 4.832
C -0.445 -2.963 3.245
C -2.435 -1.641 2.533
C 1.754 -0.054 3.415
C 1.717 -0.244 4.933
C 2.693 -1.098 2.802
C 2.299 1.345 3.113
H -0.789 1.524 4.314
H -1.958 1.414 2.988
H -0.463 2.307 2.761
H -0.635 -1.406 5.476
H -2.222 -2.122 5.175
H -1.985 -0.381 4.969
H 0.476 -2.985 3.835
H -0.187 -3.195 2.210
H -1.096 -3.766 3.613
H -2.971 -0.688 2.590
H -3.104 -2.429 2.897
H -2.215 -1.848 1.481
H 1.499 -1.282 5.193
H 0.963 0.392 5.405
H 2.691 0.011 5.370
H 2.343 -2.116 2.993
H 3.702 -1.001 3.222
H 2.762 -0.978 1.719
H 1.725 2.114 3.636
H 2.264 1.571 2.046
H 3.344 1.423 3.437
F -0.121 -2.857 -0.295
B 0.174 -4.271 -0.560
F -0.959 -5.004 -0.200
F 0.452 -4.398 -1.917
F 1.271 -4.617 0.230
*
```

List of Mulliken charges in e, atom by atom: -0.07 -1.53 1.16 -0.74 -1.12 0.87 -1.38 0.27 -0.47 0.10 -0.91 0.75 -0.48 -0.73 -0.32 -0.70 -0.13 0.36 0.42 0.36 0.26 0.40 0.37 0.28 0.48 0.39 0.38 0.38 0.43 -1.45 1.42 2.24 -1.80 -1.84 -1.86 2.50 -2.07 -1.73 -1.78 0.45 0.27 0.25 0.29 0.55 0.32 0.25 0.31 0.50 0.32 0.54 0.21 0.33 0.34 0.52 0.30 0.49 0.16 0.31 0.16 0.52 -0.21 0.25 -0.38 -0.37 -0.41

This record from the Open Molecules 2025 dataset describes a molecular structure, C21H33Cl2N4O3SSn in a non-equilibrium geometry. The level of theory is ωB97M-V/def2-TZVPD.

Kohn-Sham gap = 0.1546 Ha
HOMO energy = -1.523 eV

Geometry as ORCA input:
```
! RIJCOSX wB97M-V def2-TZVPD def2/J DEFGRID3
* xyz -1 1
O -0.375 0.833 -0.800
C -1.103 1.515 -1.571
C -0.541 1.877 -2.953
C 0.594 2.659 -3.164
H 1.086 3.078 -2.292
C 1.039 2.888 -4.474
H 1.945 3.485 -4.627
C 0.317 2.387 -5.558
H 0.654 2.583 -6.568
C -0.908 1.723 -5.386
H -1.526 1.374 -6.238
C -1.363 1.545 -4.075
H -2.360 1.104 -3.901
H -2.336 1.446 -2.077
C -2.359 3.475 -0.326
C -2.455 2.007 -0.838
H -2.853 3.582 0.664
H -2.758 4.266 -0.996
H -1.298 3.757 -0.151
C -3.174 1.003 -0.205
C -3.772 0.899 1.173
H -3.198 0.073 -0.764
H -4.772 1.390 1.277
H -3.131 1.231 2.027
H -3.961 -0.186 1.335
Sn 0.836 -0.812 0.373
Cl 1.923 1.309 1.175
Cl -0.714 -2.091 -1.054
H 4.895 0.673 -3.205
H 6.117 1.298 -1.436
C 4.027 0.259 -2.682
C 5.361 1.055 -0.680
N 4.348 0.179 -1.257
H 3.821 -0.745 -3.056
C 3.626 -0.590 -0.462
O 2.583 -1.199 -0.889
H 5.849 0.540 0.158
H 3.879 -0.657 0.594
H 3.152 0.895 -2.876
H 4.929 1.989 -0.284
H -1.069 -5.616 2.307
H -0.413 -6.950 -0.124
C -1.347 -4.831 1.588
C -0.792 -5.988 -0.504
N -0.462 -4.917 0.436
H -1.295 -3.838 2.045
C 0.613 -4.123 0.277
O 0.958 -3.217 1.084
H -0.357 -5.795 -1.494
H 1.159 -4.282 -0.673
H -2.366 -5.058 1.246
H -1.887 -6.072 -0.578
C -0.676 -0.901 5.622
N -0.790 0.359 4.906
C -0.889 1.644 5.444
C -0.766 2.511 4.395
N -0.599 1.740 3.257
C -0.603 0.418 3.565
S -0.433 -1.016 2.663
H -1.389 -1.627 5.211
H 0.337 -1.313 5.489
H -0.871 -0.738 6.680
H -1.023 1.818 6.504
H -0.794 3.600 4.387
H -0.271 2.095 2.335
*
```

List of Mulliken charges in e, atom by atom: -0.30 -0.15 0.31 -0.09 0.42 -0.55 0.36 -0.31 0.35 -0.59 0.32 -0.55 0.25 -0.65 -1.30 1.27 0.39 0.28 0.28 -0.47 -1.05 0.33 0.32 0.07 0.29 0.91 -0.63 -0.66 0.36 0.29 -0.84 -0.84 0.31 0.27 -0.18 -0.72 0.31 0.53 0.21 0.28 0.32 0.34 -0.77 -0.91 0.33 0.04 0.00 -0.57 0.28 0.34 0.34 0.28 -0.96 0.18 -0.17 -0.61 0.36 -0.30 -0.22 0.31 0.33 0.31 0.40 0.41 0.11

This record from the Open Molecules 2025 dataset describes 2 unconnected molecules or ions with the total composition C21H33IO6 in a non-equilibrium geometry. The level of theory is ωB97M-V/def2-TZVPD.

SMILES string = CCCCCCCCCCCCCC1=C(I)C(=O)OC1=O.C[C@@H]1COC(=O)O1
Kohn-Sham gap = 0.2894 Ha
HOMO energy = -9.822 eV

Geometry as ORCA input:
```
! RIJCOSX wB97M-V def2-TZVPD def2/J DEFGRID3
* xyz 0 1
C 6.307 -2.313 -0.512
C 5.092 -1.782 -1.491
C 4.376 -0.499 -0.708
C 3.315 0.190 -1.796
C 2.994 1.757 -1.361
C 1.630 1.678 -0.399
C 0.332 1.820 -1.419
C -1.054 1.956 -0.550
C -2.260 0.922 -1.064
C -3.365 1.639 -2.040
C -4.871 1.772 -1.421
C -5.498 0.409 -0.767
C -6.165 -0.641 -1.850
C -6.953 -1.782 -0.917
C -8.266 -1.659 -0.195
I -9.630 0.102 -0.157
C -8.694 -2.979 0.682
O -9.771 -3.209 1.460
O -7.554 -3.885 0.359
C -6.507 -3.321 -0.542
O -5.412 -4.002 -0.907
H 6.706 -3.322 -1.003
H 5.914 -2.472 0.589
H 7.209 -1.547 -0.441
H 5.550 -1.363 -2.500
H 4.307 -2.648 -1.699
H 5.167 0.274 -0.321
H 3.745 -0.981 0.166
H 3.795 0.215 -2.867
H 2.288 -0.417 -1.767
H 3.898 2.255 -0.802
H 2.652 2.397 -2.306
H 1.654 0.603 0.078
H 1.627 2.478 0.455
H 0.309 0.899 -2.142
H 0.470 2.795 -2.092
H -1.484 3.048 -0.524
H -0.784 1.662 0.577
H -1.692 0.118 -1.741
H -2.690 0.445 -0.084
H -3.436 1.161 -3.128
H -2.975 2.751 -2.220
H -5.005 2.679 -0.655
H -5.584 2.056 -2.338
H -6.386 0.757 -0.058
H -4.768 -0.204 -0.087
H -5.298 -1.204 -2.425
H -6.910 -0.107 -2.606
C 4.334 -1.499 4.065
C 4.554 -0.006 3.927
C 3.306 0.806 4.106
O 3.588 1.967 3.346
C 4.461 1.582 2.366
O 4.766 2.267 1.404
O 4.941 0.325 2.604
H 4.096 -1.769 5.099
H 3.517 -1.840 3.419
H 5.228 -2.048 3.753
H 5.352 0.323 4.605
H 3.119 1.063 5.152
H 2.411 0.330 3.689
*
```

List of Mulliken charges in e, atom by atom: -0.81 -0.47 -0.05 -0.80 -0.33 -0.68 -0.53 -0.64 -0.33 -0.61 -0.63 -0.36 -0.48 0.51 -0.55 0.11 0.67 -0.49 -0.27 0.31 -0.51 0.31 0.15 0.24 0.28 0.27 0.21 -0.01 0.33 0.21 0.23 0.38 0.27 0.32 0.24 0.23 0.34 0.27 0.17 0.24 0.34 0.31 0.28 0.29 0.28 0.22 0.29 0.29 -1.46 0.49 -0.52 -0.33 0.70 -0.57 -0.26 0.39 0.34 0.34 0.26 0.32 0.30